# 1
This record from the OMol25 dataset describes C2H6O2 in the gas phase. The level of theory is the ωB97M-V functional and the def2-TZVPD basis.

Values from the calculation:
- E_LUMO (eV) = 0.71
- SMILES = OCCO
- ΔE to the lowest compared entry with this formula, charge and spin (kcal per mole) = 17.8
- gap between HOMO and LUMO (eV) = 10.5

Cartesian coordinates (Å):
O 0.4494 -1.2464 -0.5415
C 0.0512 0.1024 -0.7167
C -0.2449 0.6944 0.6863
O -0.2409 -0.2872 1.6903
H 0.6242 -1.6257 -1.4092
H 0.8566 0.6645 -1.2054
H -0.8394 0.1474 -1.3566
H 0.4970 1.4732 0.9151
H -1.2305 1.1785 0.6672
H 0.0772 -1.1011 1.2703

These are the natural (NBO) partial charges, in e, on atoms 1 to 2:
1. O -0.74
2. C -0.09

=====

# 2
This record from the OMol25 dataset describes a molecular structure, C6H12N2O. The level of theory is the ωB97M-V functional and the def2-TZVPD basis.

Values from the calculation:
- E_LUMO (eV) = 0.89
- ΔE to the lowest compared entry with this formula, charge and spin (kcal per mole) = 107.5
- gap between HOMO and LUMO (eV) = 10.4

Cartesian coordinates (Å):
C -0.0531 -0.1102 0.4894
C 0.0165 -0.8054 -1.8992
C 1.9219 0.3142 -1.0293
C -0.3606 1.6529 -1.2160
C -1.3824 -0.8269 3.0495
C 0.3452 0.2942 -0.8870
N 0.0565 -1.1976 1.1923
N -0.1412 -0.5600 2.4062
O -0.2048 0.7319 1.7849
H -0.1211 -1.7960 -1.4709
H -0.9721 -0.5863 -2.5202
H 0.7952 -0.9971 -2.6240
H 2.3644 0.4820 -1.9871
H 2.4367 0.9831 -0.3530
H 2.2600 -0.6683 -0.6983
H -0.5400 1.7784 -2.2858
H -1.4216 1.5315 -0.7583
H 0.0532 2.4316 -0.7186
H -1.5880 -0.1236 3.8715
H -2.1947 -0.6737 2.2609
H -1.2699 -1.8546 3.3928

These are the natural (NBO) partial charges, in e, on atoms 1 to 2:
1. C 0.48
2. C -0.59

=====

# 3
This record from the OMol25 dataset describes 13 unconnected molecules or ions with the total composition C15H56N8O13. The level of theory is the ωB97M-V functional and the def2-TZVPD basis.

Values from the calculation:
- E_LUMO (eV) = -0.55
- ΔE to the lowest compared entry with this formula, charge and spin (kcal per mole) = 184.2
- gap between HOMO and LUMO (eV) = 7.2

Cartesian coordinates (Å):
C -3.5073 1.5595 -1.5110
C -4.3643 1.4945 -0.2290
O -5.0533 2.7205 -0.0900
H -3.3373 0.5015 -1.8870
H -2.6133 2.0235 -1.3030
H -4.1043 2.0445 -2.3080
H -3.6463 1.2335 0.6000
H -5.2023 0.8545 -0.3280
H -5.3353 2.7635 0.8290
C -4.7473 -2.1725 -1.2320
C -3.5023 -2.1815 -0.4660
O -3.7143 -2.9025 0.6980
H -4.6363 -2.0495 -2.2910
H -5.3413 -1.3785 -0.9230
H -5.1853 -3.0905 -1.1290
H -3.2543 -1.2235 -0.1920
H -2.7353 -2.7685 -0.9090
H -2.9003 -3.0255 1.1600
C 1.1687 3.4865 1.0290
O 1.2537 4.6065 0.2260
N 0.6637 3.4785 2.2580
N 1.8047 2.4295 0.6900
H -0.0983 4.0985 2.5020
H 0.5347 2.5295 2.7010
H 2.1297 2.4635 -0.2850
H 1.6787 1.5215 1.0150
C 2.6417 -3.3695 2.4480
O 2.4387 -3.0175 3.7480
N 3.1827 -4.4475 2.0280
N 2.0827 -2.6205 1.5230
H 3.6087 -5.0015 2.8130
H 3.2287 -4.8775 1.0910
H 1.9197 -1.6085 1.7920
H 2.1427 -2.9895 0.5750
C 3.9057 -0.4395 -1.2790
O 3.2837 -0.0445 -0.0820
N 3.7597 0.2025 -2.4190
N 4.7397 -1.3985 -1.3890
H 3.0507 0.9745 -2.4280
H 3.9787 -0.3135 -3.2730
H 4.8637 -1.9315 -0.4880
H 4.9607 -1.9695 -2.2230
C 1.2337 0.5485 3.4940
O 1.9587 0.0255 2.4640
N 0.0897 1.1395 3.2840
N 1.6707 0.7175 4.6930
H -0.3843 0.8375 2.4210
H -0.5773 1.2315 4.1250
H 2.5817 0.2195 4.8190
H 1.0197 1.0355 5.4660
C -0.2383 0.3255 -0.2620
O -1.2323 0.1655 0.7850
H 0.7527 -0.0165 0.0500
H -0.2763 1.3035 -0.6860
H -0.6283 -0.2715 -0.9830
H -1.2523 -0.7505 1.1090
C 1.1407 -3.0735 -1.3820
O 2.4217 -3.4355 -0.9100
H 0.8567 -2.1565 -0.8410
H 0.4747 -3.9225 -1.2380
H 1.1577 -2.7155 -2.4090
H 2.8127 -3.8955 -1.6490
C -3.7003 0.5605 3.2450
O -4.0233 0.0905 4.5190
H -4.0003 1.6615 3.2990
H -4.2453 0.0445 2.5190
H -2.6383 0.5595 3.0430
H -4.8163 -0.3975 4.3840
C 0.1997 3.2765 -3.6300
O -0.1643 3.0205 -2.2650
H 1.0357 2.5895 -3.8550
H 0.4147 4.3515 -3.7710
H -0.6393 2.9855 -4.2990
H -0.5973 3.7685 -1.9050
C 0.9707 -0.1385 -4.0980
O 2.0077 0.4375 -4.8310
H 0.4317 -0.8485 -4.7610
H 0.1237 0.4635 -3.5590
H 1.3827 -0.7605 -3.3340
H 2.5787 -0.2835 -5.1230
C -1.2133 -2.3455 2.8120
O -0.8433 -2.4085 1.4720
H -0.4583 -2.0905 3.5500
H -1.6353 -3.2715 3.1780
H -2.0483 -1.6445 2.8430
H 0.1347 -2.6085 1.4480
C 3.4177 3.3135 -2.4910
O 2.4057 2.6595 -1.8210
H 3.0437 4.3065 -2.8010
H 3.8637 2.7235 -3.3020
H 4.1557 3.5835 -1.7480
H 1.5317 2.9225 -2.1280

These are the Löwdin partial charges, in e, on atoms 1 to 2:
1. C -0.05
2. C -0.32

=====

# 4
This record from the OMol25 dataset describes a molecular structure, C9H19BeCl2NO9. The level of theory is the ωB97M-V functional and the def2-TZVPD basis.

Values from the calculation:
- E_LUMO (eV) = -5.22
- gap between HOMO and LUMO (eV) = 4.7

Cartesian coordinates (Å):
Be 0.0136 -1.9362 -1.5636
Cl -1.4034 -1.4269 -4.3612
O -0.4915 -0.3583 -4.0616
O -0.6596 -2.6266 -4.4324
O -2.2477 -1.5619 -3.2424
O -2.0957 -1.3348 -5.6162
Cl 3.4278 -1.1336 -1.9806
O 2.6615 -1.1438 -0.7907
O 4.5079 -2.1118 -1.7946
O 2.4932 -1.4516 -3.0174
O 3.9737 0.0919 -2.3524
C -0.3399 -2.2335 1.5871
C -0.5472 -0.6644 1.6835
C 0.8125 -0.2180 2.2603
C 1.2419 1.2229 2.1788
C 1.0969 1.7412 0.7696
C -0.3164 1.4355 0.1687
N -0.6647 0.0211 0.3943
O -1.8095 -0.3334 -0.2576
C -1.4656 2.3222 0.7181
C -0.2335 1.6537 -1.4240
C -1.5564 -0.3028 2.6212
H -0.1041 -2.6234 2.5773
H 0.5809 -2.4791 1.0580
H -1.1808 -2.7873 1.1696
H 0.7281 -0.3807 3.3348
H 1.6992 -0.7820 1.9708
H 2.1848 1.4686 2.6673
H 0.6555 1.8777 2.8233
H 1.8231 1.2157 0.1496
H 1.2859 2.8075 0.8936
H -1.2538 2.9191 1.6052
H -1.7780 3.0155 -0.0628
H -2.3420 1.6896 0.8590
H -1.1710 1.2406 -1.7961
H -0.2336 2.6851 -1.7765
H 0.6421 1.1946 -1.8830
H -1.4581 0.7541 2.8690
H -1.4444 -0.9800 3.4679
H -2.5571 -0.4230 2.2062
H -2.4746 -0.0638 0.3800

These are the natural (NBO) partial charges, in e, on atoms 1 to 2:
1. Be 1.50
2. Cl 2.57

=====

# 5
This record from the OMol25 dataset describes 3 unconnected molecules or ions with the total composition C6H14O2. The level of theory is the ωB97M-V functional and the def2-TZVPD basis.

Values from the calculation:
- E_LUMO (eV) = 0.38
- SMILES = C=CC/C=C/C.O.O
- ΔE to the lowest compared entry with this formula, charge and spin (kcal per mole) = 53.5
- gap between HOMO and LUMO (eV) = 9.6

Cartesian coordinates (Å):
C -1.6802 0.7310 -1.7626
C -2.1764 1.6083 -0.8972
C -0.8974 -0.5261 -1.4317
C 0.3052 -0.0942 -0.6164
C 1.5614 -0.1389 -1.0442
C 2.7233 0.2249 -0.1596
H -1.8868 0.8343 -2.8215
H -2.6171 2.5061 -1.3231
H -2.0868 1.5867 0.1804
H -0.6130 -0.8879 -2.4092
H -1.5278 -1.3015 -0.9856
H -0.0515 0.0181 0.3982
H 1.8043 -0.2311 -2.0896
H 3.0026 1.2726 -0.3203
H 3.5563 -0.3910 -0.5339
H 2.6761 -0.0195 0.8997
H 0.0322 0.6769 3.2013
H -1.4653 0.4111 2.9107
O -0.5807 0.0008 2.9734
H -0.3265 -1.7655 2.5754
H 0.2229 -2.0301 1.2112
O 0.0252 -2.4851 2.0445

These are the natural (NBO) partial charges, in e, on atoms 1 to 2:
1. C -0.14
2. C -0.42

=====

# 6
This record from the OMol25 dataset describes C7H13NO in the gas phase. The level of theory is the ωB97M-V functional and the def2-TZVPD basis.

Values from the calculation:
- E_LUMO (alpha / beta) (eV) = -0.89 / -0.89
- ΔE to the lowest compared entry with this formula, charge and spin (kcal per mole) = 110.2
- gap between HOMO and LUMO (alpha / beta) (eV) = 7.6 / 7.6

Cartesian coordinates (Å):
C -0.4953 0.0533 0.8662
C -0.5983 0.5836 -1.2349
C 2.0262 0.3511 -1.1857
C -1.5270 -0.0464 -0.2865
C -0.9503 1.0104 1.9603
C -0.0770 -1.3296 1.3566
C 0.4113 -0.0961 -1.9228
O 2.0474 0.6574 0.0634
N 0.3782 -0.8516 -2.9294
H 0.5497 0.4855 0.5238
H -0.5136 1.6656 -1.1974
H 1.2899 -1.2803 -3.1126
H 2.5522 -0.5752 -1.4865
H 2.2275 1.1738 -1.9029
H -2.4255 0.5404 -0.1099
H -1.7832 -1.0699 -0.5501
H -0.1676 1.1406 2.7088
H -1.1944 1.9937 1.5535
H -1.8446 0.6199 2.4570
H 0.3021 -1.9344 0.5310
H 0.7211 -1.2423 2.0939
H -0.9288 -1.8494 1.8043

These are the natural (NBO) partial charges, in e, on atoms 1 to 2:
1. C -0.23
2. C 0.03

=====

# 7
This record from the OMol25 dataset describes 12 unconnected molecules or ions with the total composition H24O12. The level of theory is the ωB97M-V functional and the def2-TZVPD basis.

Values from the calculation:
- E_LUMO (eV) = -0.13
- SMILES = O.O.O.O.O.O.O.O.O.O.O.O
- ΔE to the lowest compared entry with this formula, charge and spin (kcal per mole) = 25.6
- gap between HOMO and LUMO (eV) = 10.4

Cartesian coordinates (Å):
O 1.7101 -1.7005 -2.2998
H 0.7733 -1.5438 -2.4188
H 1.8094 -2.6475 -2.3980
O -0.6909 2.0357 -2.5359
H -0.7592 1.1083 -2.3090
H 0.2504 2.2059 -2.5697
O -3.6225 -0.1390 -1.8133
H -3.8726 0.7831 -1.8715
H -2.8588 -0.1445 -1.2362
O 2.0552 1.0149 -2.1746
H 2.2969 0.9557 -3.0989
H 1.7737 0.1298 -1.9430
O -0.6531 -0.1807 -0.1214
H 0.0423 0.4382 0.1013
H -0.3216 -1.0297 0.1710
O -3.0332 -1.3356 1.0506
H -3.8265 -0.8008 1.0804
H -2.3157 -0.7026 1.0789
O -1.8320 3.0635 0.9629
H -1.5813 2.9466 0.0466
H -1.0463 3.4121 1.3841
O -0.0656 -0.3041 2.9545
H 0.6593 0.3204 2.9264
H -0.1949 -0.4798 3.8864
O 0.5441 -2.2544 1.3358
H 0.3127 -1.5514 1.9428
H 1.4931 -2.3440 1.4230
O 2.0326 1.3801 2.4346
H 1.6391 1.6692 1.6112
H 2.9204 1.1137 2.1958
O 0.9765 2.3976 0.1197
H 0.8106 3.3270 -0.0382
H 1.5363 2.1268 -0.6079
O 1.1584 -4.6034 -0.0712
H 0.5767 -3.8435 -0.0475
H 1.3033 -4.8235 0.8490

These are the natural (NBO) partial charges, in e, on atoms 1 to 2:
1. O -0.97
2. H 0.48

=====

# 8
This record from the OMol25 dataset describes 2 unconnected molecules or ions with the total composition CH4BNO2. The level of theory is the ωB97M-V functional and the def2-TZVPD basis.

Values from the calculation:
- E_LUMO (eV) = 0.53
- SMILES = C#[N+][O-].BO
- ΔE to the lowest compared entry with this formula, charge and spin (kcal per mole) = 26.9
- gap between HOMO and LUMO (eV) = 11.0

Cartesian coordinates (Å):
B 2.0234 0.0433 -0.3163
C -2.0162 -1.0151 0.4836
N -2.2081 0.0633 0.0580
O -2.7048 1.1085 -0.1899
O 0.9176 0.6271 -0.8209
H 2.7856 -0.5254 -1.0127
H 2.3306 0.1354 0.8990
H -1.3792 -1.4811 1.1950
H 0.2511 1.0441 -0.2959

These are the natural (NBO) partial charges, in e, on atoms 1 to 2:
1. B 0.62
2. C -0.07

=====

# 9
This record from the OMol25 dataset describes 2 unconnected molecules or ions with the total composition C5H6O2. The level of theory is the ωB97M-V functional and the def2-TZVPD basis.

Values from the calculation:
- E_LUMO (alpha / beta) (eV) = -0.01 / -0.61
- ΔE to the lowest compared entry with this formula, charge and spin (kcal per mole) = 128.0
- gap between HOMO and LUMO (alpha / beta) (eV) = 9.3 / 7.4

Cartesian coordinates (Å):
C 3.1389 0.4963 0.2748
C 1.9962 -0.2705 0.7372
C 0.8300 -0.0893 0.1834
C -2.2067 -0.6076 0.4429
C -2.6501 -0.0721 -0.8538
O 4.2594 0.1945 0.6847
O -2.7735 -0.8486 1.4616
H 2.7799 1.2032 -0.4964
H 2.3453 -0.9315 1.5065
H 0.4418 0.7260 -0.4386
H -1.8748 -0.2401 -1.6465
H -2.7692 0.9948 -0.6783
H -3.5170 -0.5553 -1.1774

These are the natural (NBO) partial charges, in e, on atoms 1 to 2:
1. C 0.39
2. C -0.45

=====

| no. | electronic energy (eV) | maximum force (Eh/bohr) |
| --- | --- | --- |
| 1 | -6265.481 | 0.009 |
| 2 | -11440.010 | 0.098 |
| 3 | -54995.895 | 0.170 |
| 4 | -54981.519 | 0.099 |
| 5 | -10542.297 | 0.047 |
| 6 | -11002.973 | 0.017 |
| 7 | -24960.585 | 0.026 |
| 8 | -7360.237 | 0.047 |
| 9 | -9371.545 | 0.046 |